(1)
# CH10N3

3 unconnected molecules or ions with the total composition CH10N3 at a distorted geometry (the ωB97M-V functional and the def2-TZVPD basis, OMol25).

Last column: Löwdin charge in e.
Geometry (Å):
N  1.251  -0.820  2.035  0.023
H  0.422  -1.358  2.262  0.039
H  -1.823  -0.591  -0.261  0.050
H  1.514  -0.232  2.812  0.040
H  1.999  -1.492  1.881  0.045
N  -1.722  -0.326  -1.235  0.046
C  0.491  0.685  -1.292  0.066
N  0.468  1.200  -0.107  0.124
H  -1.820  -1.162  -1.800  0.062
H  -2.404  0.402  -1.393  0.057
H  1.040  -0.154  -1.667  0.113
H  -0.160  1.291  -1.962  0.113
H  -0.129  1.986  0.093  0.139
H  0.873  0.572  0.635  0.083

Force components x, y, z for each atom (eV/Å):
0.026 0.026 -0.798
0.085 0.143 0.254
0.027 -0.163 -0.050
-0.061 -0.126 0.301
-0.069 0.192 0.063
0.668 -0.287 0.534
-2.993 2.864 -0.340
1.643 -2.344 0.002
-0.542 0.346 -0.111
-0.311 -0.308 -0.545
0.334 -0.362 0.445
1.307 -0.806 -0.211
0.099 0.088 0.141
-0.213 0.737 0.315

The calculation puts the LUMO energy at -0.1472 Eh. As for the HOMO energy: -14.7 eV. The HOMO-LUMO gap comes out at 10.656 eV. Its charge is +1. For the total energy, the calculation gives -5662.74650 eV.

***

(2)
# C21H76INO21

19 unconnected molecules or ions with the total composition C21H76INO21 at a distorted geometry (the ωB97M-V functional and the def2-TZVPD basis, OMol25).

Last column: Löwdin charge in e.
Geometry (Å):
O  1.494  3.331  5.020  -0.091
C  0.774  2.186  5.059  -0.084
C  -0.098  1.853  3.684  -0.154
N  0.438  0.627  2.941  0.012
C  1.742  1.005  2.226  -0.411
O  2.922  1.182  2.879  -0.030
O  1.789  1.143  0.762  -0.639
I  1.367  3.038  0.163  1.013
H  0.831  1.486  5.995  0.131
H  0.022  2.759  2.939  0.094
H  -1.263  1.744  3.901  0.121
H  0.668  -0.154  3.603  0.117
C  5.443  0.529  5.245  -0.147
O  4.452  -0.466  5.418  -0.149
H  6.234  0.376  5.983  0.085
H  5.866  0.453  4.240  0.085
H  4.999  1.517  5.390  0.087
H  3.765  -0.304  4.749  0.053
C  0.399  0.182  -2.462  -0.167
O  -0.586  1.173  -2.237  -0.183
H  1.332  0.493  -1.986  0.055
H  0.069  -0.765  -2.029  0.080
H  0.561  0.066  -3.537  0.075
H  -1.402  0.870  -2.670  0.053
C  1.966  -3.106  6.561  -0.151
O  1.875  -1.949  5.750  -0.148
H  1.181  -3.808  6.269  0.080
H  2.942  -3.575  6.420  0.084
H  1.831  -2.829  7.610  0.073
H  2.583  -1.346  6.033  0.039
C  3.588  1.019  9.230  -0.156
O  4.634  0.958  8.278  -0.134
H  3.945  1.544  10.118  0.082
H  2.739  1.562  8.805  0.075
H  3.285  0.006  9.505  0.068
H  4.288  0.487  7.501  0.044
C  3.588  -2.749  1.198  -0.165
O  3.272  -2.421  2.539  -0.133
H  3.683  -3.834  1.111  0.081
H  2.789  -2.401  0.539  0.063
H  4.535  -2.279  0.921  0.081
H  3.194  -1.452  2.585  0.044
C  1.871  -4.429  -1.589  -0.158
O  2.960  -3.525  -1.568  -0.151
H  1.189  -4.184  -0.771  0.078
H  1.341  -4.340  -2.541  0.072
H  2.240  -5.449  -1.459  0.080
H  3.547  -3.767  -2.304  0.064
C  -2.479  1.626  -5.355  -0.153
O  -2.796  1.954  -4.015  -0.140
H  -2.384  0.541  -5.443  0.087
H  -3.278  1.973  -6.015  0.073
H  -1.532  2.096  -5.633  0.083
H  -2.874  2.922  -3.969  0.098
C  -6.047  -0.197  -4.571  -0.152
O  -6.138  0.960  -5.382  -0.134
H  -6.831  -0.899  -4.864  0.066
H  -5.070  -0.666  -4.713  0.075
H  -6.181  0.080  -3.523  0.080
H  -5.429  1.563  -5.100  0.057
C  4.668  -3.235  -4.922  -0.171
O  3.676  -4.231  -4.749  -0.138
H  5.458  -3.389  -4.183  0.075
H  5.091  -3.312  -5.926  0.081
H  4.223  -2.248  -4.776  0.070
H  2.989  -4.069  -5.417  0.087
C  -8.361  -3.203  -7.282  -0.151
O  -8.677  -2.875  -5.941  -0.147
H  -8.265  -4.288  -7.369  0.064
H  -9.159  -2.856  -7.941  0.072
H  -7.414  -2.733  -7.559  0.079
H  -8.755  -1.907  -5.895  0.055
C  6.034  0.490  -3.676  -0.159
O  5.952  -0.919  -3.778  -0.151
H  5.471  0.939  -4.498  0.066
H  5.604  0.813  -2.724  0.082
H  7.079  0.802  -3.740  0.077
H  6.460  -1.289  -3.036  0.089
C  -4.186  3.102  4.902  -0.165
O  -3.054  3.130  4.053  -0.145
H  -3.855  2.942  5.930  0.084
H  -4.715  4.056  4.836  0.073
H  -4.847  2.285  4.603  0.071
H  -3.379  3.273  3.147  0.091
C  5.686  -2.172  11.035  -0.170
O  6.288  -2.285  9.759  -0.130
H  5.767  -3.131  11.552  0.079
H  6.201  -1.403  11.616  0.076
H  4.631  -1.911  10.920  0.065
H  6.201  -1.419  9.325  0.071
C  7.072  4.209  -4.974  -0.155
O  6.081  3.213  -4.801  -0.147
H  7.862  4.055  -4.235  0.080
H  7.495  4.132  -5.978  0.078
H  6.627  5.196  -4.828  0.066
H  5.393  3.375  -5.469  0.088
C  -7.878  3.352  4.680  -0.154
O  -6.832  3.292  3.728  -0.158
H  -7.521  3.877  5.569  0.082
H  -8.727  3.895  4.255  0.077
H  -8.181  2.339  4.955  0.079
H  -7.178  2.821  2.952  0.091
C  -8.669  -5.878  -5.014  -0.175
O  -7.753  -6.296  -6.009  -0.139
H  -9.596  -5.557  -5.496  0.081
H  -8.881  -6.711  -4.339  0.074
H  -8.244  -5.041  -4.454  0.073
H  -6.941  -6.574  -5.551  0.085
C  -11.691  -0.799  -6.543  -0.158
O  -10.758  -0.467  -5.531  -0.134
H  -11.433  -1.777  -6.957  0.075
H  -12.695  -0.840  -6.115  0.077
H  -11.652  -0.049  -7.337  0.078
H  -11.012  0.405  -5.184  0.087
C  6.753  7.208  -2.041  -0.161
O  7.669  6.790  -3.036  -0.143
H  5.827  7.528  -2.523  0.080
H  6.541  6.375  -1.366  0.078
H  7.178  8.045  -1.481  0.075
H  8.481  6.512  -2.578  0.086

Force components x, y, z for each atom (eV/Å):
-4.335 -7.074 0.701
3.073 5.852 -1.822
-0.234 0.685 0.358
2.211 1.027 -0.686
5.405 0.865 2.529
-7.406 -1.587 -3.904
-0.920 0.161 3.640
0.135 -0.678 0.249
-0.209 1.108 -1.742
-0.184 -1.681 1.881
2.647 0.020 -0.317
-0.078 0.961 -0.734
0.167 0.350 -0.239
-0.768 -0.249 0.161
-0.194 -0.062 -0.075
0.091 0.140 0.069
0.241 0.091 -0.064
0.381 -0.030 0.090
-0.189 -0.031 0.009
-0.366 -0.010 -0.067
-0.155 -0.037 -0.046
0.277 -0.140 -0.043
0.221 -0.182 -0.016
0.297 0.485 0.205
0.192 0.039 0.014
-0.019 0.720 -0.065
0.100 0.181 -0.021
-0.071 -0.158 0.133
0.002 -0.244 0.103
-0.191 -0.414 -0.149
-0.016 -0.076 -0.189
0.120 -0.234 -0.291
0.004 -0.068 -0.176
-0.150 0.011 0.228
-0.201 0.050 0.199
0.272 0.150 0.191
-0.181 0.268 -0.063
-0.123 0.463 0.526
-0.054 0.201 0.086
0.239 -0.144 -0.162
0.019 -0.111 -0.280
0.102 -0.538 0.024
0.200 -0.008 -0.174
0.432 0.049 -0.322
0.161 0.042 -0.064
-0.169 -0.183 0.049
-0.258 -0.112 -0.008
-0.383 0.152 0.212
0.080 0.183 -0.164
-0.406 0.375 0.294
-0.051 0.165 0.089
0.133 -0.131 -0.258
-0.007 -0.127 -0.217
0.127 -0.573 0.168
0.131 0.093 0.099
0.244 0.547 -0.140
0.125 0.153 -0.006
-0.053 -0.219 0.167
0.022 -0.263 0.079
-0.410 -0.330 -0.133
-0.157 0.313 -0.240
-0.663 -0.422 -0.131
-0.218 -0.021 -0.133
0.217 0.156 0.054
0.341 -0.037 0.004
0.359 -0.184 0.476
0.000 0.088 -0.022
-0.017 0.442 0.294
0.012 0.189 0.111
0.087 -0.043 -0.246
0.014 -0.097 -0.265
-0.203 -0.454 0.118
0.056 0.045 0.107
0.315 -0.507 0.380
0.191 -0.228 0.213
0.019 0.267 -0.061
-0.124 0.289 -0.049
-0.333 0.143 -0.439
-0.160 -0.072 0.096
0.286 0.048 -0.623
0.136 0.034 -0.174
-0.141 -0.181 0.154
-0.073 0.201 0.242
0.232 -0.065 0.502
0.034 0.184 -0.168
0.064 0.274 -0.359
0.028 0.120 -0.159
-0.151 -0.034 0.241
-0.077 -0.010 0.277
0.056 -0.453 0.123
-0.138 0.257 -0.213
-0.564 -0.156 -0.270
-0.217 -0.019 -0.085
0.200 0.151 0.024
0.343 0.050 0.015
0.366 -0.135 0.436
-0.162 -0.100 -0.113
-0.127 -0.199 -0.742
0.034 -0.071 -0.187
-0.129 -0.004 0.247
-0.169 0.092 0.192
0.239 0.304 0.404
0.094 0.002 0.326
0.616 -0.298 -0.123
0.229 -0.028 0.025
-0.191 0.069 0.113
-0.300 0.032 0.055
-0.457 0.164 -0.375
-0.117 0.138 -0.020
0.197 0.416 0.372
0.037 0.146 0.161
-0.101 -0.095 -0.225
-0.172 -0.126 -0.155
0.273 -0.521 -0.148
0.136 -0.046 0.172
0.563 -0.164 -0.042
0.198 -0.074 -0.008
-0.195 0.140 0.136
-0.237 0.040 0.140
-0.445 0.156 -0.354

The calculation puts the LUMO energy at -0.0566 Eh. As for the HOMO energy: -9.5 eV. The HOMO-LUMO gap comes out at 7.978 eV. For the total energy, the calculation gives -75584.27481 eV.

***

(3)
# BrHIP

A molecular structure, BrHIP at a distorted geometry (the ωB97M-V functional and the def2-TZVPD basis, OMol25).

Last column: Löwdin charge in e.
Geometry (Å):
P  -0.503  0.059  -0.796  0.194
Br  -0.811  -1.823  0.203  0.146
I  2.231  1.209  0.141  -0.102
H  -0.917  0.556  0.451  -0.238

Force components x, y, z for each atom (eV/Å):
1.808 1.143 1.083
0.215 -1.227 -0.067
-1.880 -0.947 -0.689
-0.144 1.031 -0.327

The calculation puts the LUMO energy (alpha / beta) at -0.0904 / -0.0905 Eh. As for the HOMO energy (alpha / beta): -9.3 / -9.3 eV. The HOMO-LUMO gap (alpha / beta) comes out at 6.878 / 6.877 eV. For the total energy, the calculation gives -87447.44629 eV.

***

(4)
# C36H30BF4MnN6O12

A molecular structure, C36H30BF4MnN6O12 at a distorted geometry (the ωB97M-V functional and the def2-TZVPD basis, OMol25).

Last column: Mulliken spin population.
Geometry (Å):
Mn  0.263  1.961  -2.144  4.891
B  -0.888  0.138  -0.316  -0.005
F  -0.943  -1.232  -0.395  -0.003
F  -1.377  0.598  0.865  -0.002
F  0.469  0.607  -0.528  0.022
F  -1.468  0.709  -1.517  0.024
C  -3.353  -3.312  1.120  0.001
C  -2.252  -4.039  0.681  0.000
C  -2.384  -5.365  0.317  0.000
C  -3.649  -5.906  0.168  -0.001
C  -4.750  -5.224  0.675  0.000
C  -4.620  -3.903  1.085  -0.001
N  -3.822  -7.222  -0.438  0.000
O  -2.816  -7.861  -0.684  0.000
O  -4.954  -7.597  -0.669  0.000
H  -3.227  -2.459  1.779  0.000
H  -1.312  -3.509  0.597  0.000
H  -1.535  -5.865  -0.130  0.000
H  -5.736  -5.650  0.545  0.000
H  -5.496  -3.342  1.378  0.000
C  -5.415  0.221  -0.897  -0.001
C  -6.620  0.893  -0.822  0.000
C  -6.866  1.810  0.200  -0.001
C  -5.906  2.020  1.167  0.001
C  -4.773  1.217  1.234  0.000
C  -4.507  0.398  0.136  0.001
N  -6.143  2.955  2.288  0.000
O  -5.548  2.761  3.320  0.000
O  -6.942  3.851  2.078  0.000
H  -5.181  -0.453  -1.710  0.000
H  -7.397  0.814  -1.572  0.000
H  -7.862  2.229  0.233  0.000
H  -3.937  1.378  1.899  0.000
H  -3.600  -0.189  0.218  0.000
C  7.257  3.997  0.364  0.000
C  6.311  4.213  -0.643  0.000
C  5.113  3.537  -0.615  -0.001
C  4.852  2.552  0.342  0.000
C  5.786  2.342  1.345  0.000
C  6.966  3.062  1.345  0.000
N  3.586  1.830  0.307  -0.004
O  2.730  2.190  -0.484  0.008
O  3.469  0.912  1.085  0.000
H  8.242  4.440  0.399  0.000
H  6.470  4.982  -1.387  0.000
H  4.377  3.711  -1.389  0.001
H  5.476  1.638  2.109  0.000
H  7.743  2.867  2.073  0.000
C  5.939  -1.525  -1.529  0.001
C  4.970  -2.487  -1.829  0.001
C  3.809  -2.114  -2.471  0.001
C  3.578  -0.764  -2.686  0.004
C  4.570  0.196  -2.485  -0.001
C  5.755  -0.201  -1.896  -0.001
N  2.312  -0.340  -3.236  -0.010
O  1.715  -1.074  -3.972  0.017
O  1.812  0.716  -2.804  0.022
H  6.815  -1.931  -1.039  0.000
H  5.240  -3.510  -1.620  0.000
H  3.025  -2.774  -2.823  0.000
H  4.358  1.218  -2.769  0.000
H  6.451  0.570  -1.587  0.000
C  -5.831  4.307  -1.167  0.001
C  -5.068  3.572  -2.063  0.000
C  -3.727  3.377  -1.750  -0.003
C  -3.141  4.180  -0.773  0.003
C  -3.895  5.067  -0.018  0.000
C  -5.263  5.078  -0.147  0.000
N  -1.713  4.102  -0.536  -0.005
O  -1.006  3.481  -1.359  0.019
O  -1.268  4.584  0.462  0.016
H  -6.911  4.333  -1.241  0.000
H  -5.582  2.993  -2.816  0.000
H  -3.096  2.721  -2.331  0.004
H  -3.399  5.734  0.675  0.000
H  -5.925  5.571  0.548  0.000
C  2.246  -1.707  2.808  0.001
C  3.395  -1.851  3.557  0.000
C  4.460  -2.609  3.079  0.000
C  4.295  -3.360  1.932  0.000
C  3.179  -3.144  1.117  0.001
C  2.157  -2.341  1.561  -0.001
N  5.458  -4.081  1.379  0.000
O  6.451  -4.135  2.072  0.000
O  5.326  -4.623  0.297  0.000
H  1.419  -1.086  3.123  0.000
H  3.463  -1.394  4.536  0.000
H  5.337  -2.726  3.700  0.000
H  3.171  -3.603  0.138  0.000
H  1.286  -2.125  0.956  -0.001

Force components x, y, z for each atom (eV/Å):
-0.180 -0.813 1.424
0.291 -1.211 0.271
0.103 0.306 -0.131
-0.166 0.502 -0.348
0.390 0.265 0.315
-0.518 0.584 -0.462
-0.581 -0.870 1.030
-0.129 0.475 0.445
0.396 0.252 -1.888
-0.126 0.650 1.444
-0.566 0.278 -1.407
0.592 -0.279 0.179
0.115 -0.515 0.004
-0.089 0.114 -0.011
0.040 0.122 0.041
0.102 0.633 -0.856
0.210 -0.347 0.292
-0.030 -0.247 0.294
0.060 -0.155 0.196
0.002 -0.072 0.235
0.063 -0.066 0.200
-0.225 0.681 0.016
-0.421 -0.583 -0.282
0.200 -0.809 0.996
0.668 0.761 -1.630
0.040 -0.523 0.839
-0.395 -0.254 -0.606
0.119 0.173 0.110
-0.003 0.119 0.160
-0.095 -0.012 -0.021
0.112 -0.360 -0.072
0.221 0.494 0.223
-0.450 0.004 0.562
0.007 0.020 -0.427
-0.489 -0.745 -0.231
0.452 0.648 0.553
-0.717 -0.703 -0.521
1.050 1.501 -0.475
-1.074 -0.557 0.201
0.568 -0.152 0.084
0.381 -0.206 0.666
-0.177 0.276 -0.386
-0.298 -0.079 -0.177
-0.148 0.385 -0.250
0.068 -0.133 -0.118
0.006 0.093 0.061
0.543 -0.045 0.115
-0.281 -0.077 0.249
-0.502 -0.681 -0.172
0.659 0.218 -0.511
-0.960 0.118 -0.218
1.381 0.654 -0.219
-0.861 -0.127 0.220
0.063 0.410 0.675
-0.927 -1.333 0.009
0.105 0.312 -0.030
0.239 1.129 -0.323
0.231 0.565 0.056
-0.444 -0.123 -0.011
0.221 -0.386 0.339
0.188 0.069 0.174
0.271 -0.119 -0.331
-0.296 0.792 0.150
0.111 -0.654 1.137
0.358 0.620 -0.877
-0.452 -0.165 -0.626
0.511 0.441 0.778
-0.204 -0.772 -0.644
-0.643 -0.122 0.934
0.683 -0.359 -0.892
0.357 0.020 -0.331
0.029 -0.067 -0.235
0.251 -0.026 -0.184
-0.147 -0.138 0.036
-0.020 -0.168 0.130
0.215 0.398 -0.036
0.007 -0.300 -0.698
-0.021 0.037 0.148
-0.219 -0.759 0.922
-0.049 1.581 -0.787
0.480 -0.663 -0.164
-0.265 0.604 0.493
-0.421 -0.481 0.722
0.092 0.075 -0.307
0.159 0.052 -0.046
0.062 0.004 0.194
0.128 0.130 -0.084
0.133 0.019 -0.198
-0.181 -0.093 0.077
0.039 -0.233 -0.171

The calculation puts the LUMO energy (alpha / beta) at -0.1610 / -0.1781 Eh. As for the HOMO energy (alpha / beta): -11.4 / -11.4 eV. The HOMO-LUMO gap (alpha / beta) comes out at 7.043 / 6.578 eV. Its expectation value of S² is 8.753. Its charge is +1. For the total energy, the calculation gives -114179.29792 eV. The multiplicity is 6.

***

Q: Number 3 is which compound?
A: BrHIP